# 1
Density functional theory data (wB97M-V/def2-TZVPD) for a molecular structure, C51H45F3N2O2SbSeSiTeTi.

Properties
- Energy relative to the best compared isomer or geometry (same formula, charge and spin): 0.8052 eV
- Total charge: +1
- Maximum force: 0.53 eV/Å
- Gap between HOMO and LUMO: 6.36 eV

Last column: Mulliken charge in e.
Element x y z (Å)
Ti1 -1.15139 -0.59665 -0.07514  -0.42
C1 4.76706 0.49903 3.74997  -1.61
C2 3.69642 0.27209 2.71856  0.51
C3 3.89460 0.60135 1.38205  -0.33
C4 2.91198 0.40628 0.41760  0.66
C5 3.06992 0.93413 -0.97118  0.00
O1 2.18587 1.63608 -1.42079  -0.48
C6 4.23437 0.52820 -1.79718  0.54
C7 4.48695 1.22537 -2.97917  -0.48
C8 5.53733 0.84714 -3.79511  -0.74
C9 6.33395 -0.23704 -3.44144  -0.40
C10 6.08235 -0.93987 -2.27181  -0.97
C11 5.03560 -0.55659 -1.44715  -0.24
C12 1.69776 -0.16621 0.78751  -0.68
O2 0.72627 -0.45563 -0.10851  0.18
C13 1.47763 -0.46967 2.13592  0.39
C14 2.46565 -0.26558 3.08309  -0.54
C15 0.11132 -1.01132 2.30909  0.07
N1 -0.90736 -0.25225 2.05339  0.39
C16 -0.77427 1.21656 2.06140  0.40
C17 -0.67268 1.80973 3.45859  -1.85
Te1 -2.29694 1.33143 4.77291  0.29
C18 -1.59855 -0.60691 5.23093  -0.32
C19 -2.46786 -1.68883 5.16845  -0.35
C20 -2.01592 -2.96485 5.48460  -0.56
C21 -0.69175 -3.17004 5.83908  -0.30
C22 0.17721 -2.08889 5.90853  -0.72
C23 -0.27789 -0.80859 5.62349  -0.23
C24 -0.09260 -2.46071 2.39661  1.56
C25 1.00249 -3.32086 2.52208  -0.76
C26 0.80534 -4.68754 2.60400  -1.16
C27 -0.48303 -5.20577 2.54405  -0.76
C28 -1.57655 -4.35919 2.41496  -1.08
C29 -1.38889 -2.98956 2.35492  -0.58
H1 5.66911 0.90695 3.29754  0.40
H2 5.03244 -0.43348 4.24990  0.37
H3 4.42957 1.19860 4.51599  0.35
H4 4.83706 1.04550 1.08181  0.45
H5 3.85111 2.06130 -3.23912  0.64
H6 5.74010 1.39397 -4.70641  0.45
H7 7.15486 -0.53387 -4.08096  0.41
H8 6.70108 -1.78558 -2.00352  0.43
H9 4.83385 -1.10889 -0.53822  0.41
H10 2.26953 -0.52449 4.11713  0.49
H11 -1.68315 1.60157 1.59220  -0.11
H12 0.08005 1.55834 1.46437  0.18
H13 -0.66346 2.89652 3.37417  0.69
H14 0.25267 1.51251 3.95034  0.29
H15 -3.49728 -1.53929 4.86607  0.45
H16 -2.70189 -3.80129 5.44142  0.46
H17 -0.34060 -4.16533 6.07857  0.48
H18 1.20470 -2.23883 6.21830  0.43
H19 0.39343 0.03530 5.73331  0.65
H20 2.00381 -2.91324 2.55384  0.47
H21 1.65302 -5.35116 2.70846  0.47
H22 -0.63691 -6.27540 2.60564  0.49
H23 -2.57793 -4.76885 2.39002  0.63
H24 -2.23743 -2.31647 2.31156  0.55
F1 -0.40233 7.11358 0.96384  -0.34
C30 -0.60926 5.93924 0.35309  0.24
C31 0.29476 5.51599 -0.60119  -0.79
C32 0.08448 4.29391 -1.22201  -0.53
C33 -1.01826 3.51481 -0.88229  0.79
C34 -1.92231 3.97982 0.07055  -0.46
C35 -1.72214 5.19831 0.70084  -0.76
Sb1 -1.29469 1.62832 -1.80583  1.10
C36 -0.16676 1.79857 -3.57592  0.42
C37 -0.49624 2.79435 -4.49245  -0.59
C38 0.24619 2.95320 -5.65308  -0.92
C39 1.30772 2.09724 -5.87457  0.28
F2 2.03193 2.24406 -6.99254  -0.35
C40 1.65683 1.09639 -4.98713  -0.98
C41 0.91147 0.95582 -3.82844  -0.54
C42 -3.27731 1.70127 -2.54859  0.81
C43 -3.52505 1.44250 -3.89450  -0.30
C44 -4.82647 1.34515 -4.36669  -0.79
C45 -5.86601 1.49878 -3.47154  0.23
F3 -7.12442 1.40144 -3.92058  -0.34
C46 -5.65688 1.73846 -2.12636  -0.86
C47 -4.35271 1.83136 -1.67057  -0.47
H25 1.14358 6.13937 -0.84711  0.48
H26 0.78905 3.94669 -1.96399  0.42
H27 -2.80204 3.40613 0.33424  0.18
H28 -2.41465 5.58049 1.43845  0.52
H29 -1.33178 3.45954 -4.30714  0.59
H30 0.01481 3.72143 -6.37791  0.49
H31 2.50072 0.45542 -5.20465  0.57
H32 1.18703 0.19117 -3.11437  0.44
H33 -2.70541 1.32064 -4.59278  0.37
H34 -5.04075 1.15191 -5.40886  0.49
H35 -6.50162 1.83174 -1.45806  0.51
H36 -4.19144 1.98388 -0.61124  0.37
C48 0.22653 -3.82940 -1.13842  -0.94
Si1 -1.31281 -2.80167 -1.34249  1.15
C49 -2.88495 -3.72697 -0.96691  -1.01
C50 -1.42622 -1.97594 -3.02658  -0.79
H37 0.21506 -4.67965 -1.82548  0.54
H38 0.28892 -4.22038 -0.12116  0.13
H39 1.12293 -3.23834 -1.33311  0.22
H40 -2.90248 -4.67800 -1.50615  0.44
H41 -3.75256 -3.14121 -1.27343  0.31
H42 -2.98139 -3.94062 0.09665  0.18
H43 -1.70555 -2.73328 -3.76573  0.58
H44 -0.48541 -1.52898 -3.34939  0.06
H45 -2.20984 -1.21148 -3.05353  0.02
Se1 -5.80923 -0.77759 1.23044  -0.06
C51 -4.23127 -0.66284 0.54535  0.25
N2 -3.14391 -0.58390 0.07256  -0.34

=====

# 2
Density functional theory data (wB97M-V/def2-TZVPD) for a single C7H10O2 molecule at a distorted geometry.

Properties
- Energy relative to the best compared isomer or geometry (same formula, charge and spin): 4.4949 eV
- SMILES string: C[C@@]1(O)CC(=O)[C@@H]2C[C@H]21
- Maximum force: 4.63 eV/Å
- Gap between HOMO and LUMO: 9.43 eV

Last column: Mulliken charge in e.
Element x y z (Å)
C1 -1.69579 0.13576 -0.84535  -1.52
C2 -0.66505 -0.30268 0.28249  1.12
C3 0.32682 -1.40004 -0.27579  -0.44
C4 1.66824 -0.79368 -0.08325  0.23
C5 1.32931 0.65790 -0.33904  0.00
C6 1.09274 1.91451 0.42423  -0.63
C7 0.31572 0.72361 0.86796  -0.44
H1 -2.58187 0.73135 -0.38181  0.31
H2 -1.99095 -0.77125 -1.31873  0.45
H3 -1.37352 0.80903 -1.77673  0.27
H4 -1.86312 -1.69752 1.17957  0.37
H5 0.06752 -2.48915 0.18805  0.28
H6 0.13913 -1.44147 -1.43094  0.28
H7 0.65268 0.61020 -1.15156  0.12
H8 1.86517 2.28092 1.15331  0.26
H9 0.51638 2.63072 -0.04257  0.29
H10 0.71888 0.58410 1.88971  0.25
O1 -1.29061 -0.88699 1.45210  -0.59
O2 2.76834 -1.29533 0.20835  -0.61

=====

no.,calculated total energy (a.u.)
1,-6578.50571
2,-423.03473